Here is a single C7H11N molecule in a non-equilibrium geometry from the OMol25 dataset. Energies are from the ωB97M-V functional and the def2-TZVPD basis.

The calculation puts the total energy at -328.01907 hartree. The value obtained for the highest occupied orbital energy is -8.7 eV. The orbital gap is 0.3577 Eh. The largest force on an atom comes out at 3.97 eV Å⁻¹.

Geometry as ORCA input:
```
! wB97M-V def2-TZVPD RIJCOSX def2/J DEFGRID3
* xyz 0 1
C 0.836 2.211 -0.088
C 0.442 0.928 -0.052
C -1.060 0.436 0.280
C -0.605 -0.495 1.429
C 0.728 -1.110 0.958
C 1.046 -0.363 -0.376
N 0.050 -0.883 -1.360
C -1.289 -0.397 -0.989
H 0.234 3.040 0.248
H 1.811 2.366 -0.547
H -1.772 1.172 0.640
H -0.435 0.039 2.394
H -1.415 -1.290 1.597
H 1.499 -0.890 1.712
H 0.690 -2.190 0.893
H 2.089 -0.483 -0.609
H 0.033 -1.899 -1.250
H -1.955 -1.229 -0.742
H -1.720 0.288 -1.792
*
```

These are the natural (NBO) partial charges, in e, on atoms 1 to 8:
1. C -0.42
2. C 0.05
3. C -0.27
4. C -0.40
5. C -0.41
6. C -0.13
7. N -0.61
8. C -0.23